(1)
DFT (the ωB97M-V functional and the def2-TZVPD basis) results for a structure of composition C34H81AlN5O19 in a non-equilibrium geometry.

Output
total charge = +1

Positions of all 140 atoms, in Å:
1 Al 1.4279 6.2661 -8.2783
2 C -3.2090 5.4751 -5.2276
3 C -2.7065 6.9532 -5.3675
4 C -3.7358 7.9861 -4.8573
5 O -3.3104 9.3256 -4.7403
6 C -3.3763 10.0694 -5.9510
7 N -1.4394 7.1438 -4.5772
8 H -1.0137 7.9629 -4.9872
9 H -1.6789 7.1260 -3.5962
10 H -0.7825 6.4095 -4.7995
11 H -4.1580 5.3521 -5.7494
12 H -3.5079 5.1860 -4.2200
13 H -2.4953 4.7682 -5.6507
14 H -2.3280 7.1861 -6.3628
15 H -3.9348 7.8418 -3.7954
16 H -4.6802 7.9723 -5.4014
17 H -4.3586 10.5396 -5.9951
18 H -3.1869 9.5190 -6.8726
19 H -2.6126 10.8446 -5.8881
20 C -1.8391 1.5537 -6.4439
21 C -2.5950 1.8331 -7.7471
22 C -3.9829 2.5153 -7.6788
23 O -4.5633 2.8311 -8.9624
24 C -5.7240 3.6468 -9.0206
25 N -1.6101 2.5055 -8.7320
26 H -1.8481 2.6219 -9.7066
27 H -1.4429 3.4614 -8.4521
28 H -0.7203 2.0650 -8.5468
29 H -2.5374 0.9475 -5.8669
30 H -1.6926 2.4796 -5.8879
31 H -0.8551 1.1730 -6.7178
32 H -2.7479 0.8690 -8.2321
33 H -3.9349 3.4201 -7.0728
34 H -4.6835 1.8182 -7.2193
35 H -6.6421 3.1284 -8.7441
36 H -5.8954 4.0574 -10.0157
37 H -5.6323 4.6086 -8.5161
38 C 7.3421 5.1978 -7.9474
39 C 7.1832 4.4006 -6.6711
40 C 7.4068 5.1951 -5.3963
41 O 7.3315 4.2948 -4.3532
42 C 7.8765 4.9388 -3.2227
43 N 5.8174 3.7454 -6.6836
44 H 5.7391 3.2001 -5.8371
45 H 4.9587 4.2497 -6.8523
46 H 5.9393 3.1210 -7.4680
47 H 7.2869 4.5882 -8.8493
48 H 8.3712 5.5569 -7.9384
49 H 6.6050 5.9914 -8.0701
50 H 7.8768 3.5665 -6.7767
51 H 6.6105 5.9122 -5.1969
52 H 8.4085 5.6246 -5.3871
53 H 7.7781 4.2401 -2.3918
54 H 7.2621 5.8186 -3.0317
55 H 8.9033 5.3039 -3.2422
56 C 0.5671 9.4456 -2.1151
57 C 2.0368 9.2031 -2.4707
58 C 2.4586 7.7357 -2.5090
59 O 3.8528 7.5634 -2.8345
60 C 4.2266 6.1772 -2.9840
61 N 2.3542 9.7216 -3.9359
62 H 1.4861 9.9249 -4.4104
63 H 2.6588 10.6788 -3.8314
64 H 3.0168 9.2078 -4.4990
65 H 0.3003 8.8322 -1.2544
66 H -0.1068 9.3580 -2.9674
67 H 0.5079 10.4363 -1.6645
68 H 2.7805 9.6794 -1.8318
69 H 1.8284 7.2002 -3.2190
70 H 2.1480 7.2839 -1.5669
71 H 3.9816 5.6514 -2.0612
72 H 5.2726 6.0128 -3.2426
73 H 3.6762 5.8699 -3.8733
74 C -0.7094 9.9659 -11.6220
75 C -1.0944 8.8278 -12.6335
76 C -1.3865 9.3819 -13.9830
77 O -1.6039 8.3985 -14.9569
78 C -2.0420 8.8754 -16.2091
79 N 0.0365 7.8356 -12.7579
80 H 0.8092 8.0967 -12.1622
81 H -0.0366 6.8477 -12.5606
82 H 0.3686 7.8903 -13.7101
83 H 0.3013 10.3395 -11.7861
84 H -0.6076 9.6443 -10.5855
85 H -1.2992 10.8712 -11.7659
86 H -1.9268 8.3257 -12.1405
87 H -0.6906 10.1896 -14.2096
88 H -2.3594 9.8246 -13.7691
89 H -1.2327 9.2620 -16.8285
90 H -2.6961 9.7377 -16.0798
91 H -2.7053 8.2182 -16.7714
92 C 1.8697 3.3913 -4.4731
93 C 1.0348 4.6469 -4.4204
94 O 0.8419 5.2371 -5.4566
95 O 0.5356 4.9538 -3.3359
96 H 2.1691 3.0331 -3.4882
97 H 2.7566 3.4267 -5.1058
98 H 1.2552 2.5368 -4.7567
99 C 3.0855 1.5003 -7.9892
100 C 2.4948 2.9126 -8.1419
101 O 1.2700 3.1004 -7.9762
102 O 3.2746 3.8755 -8.2488
103 H 4.1706 1.5290 -8.0884
104 H 2.7261 0.9275 -8.8441
105 H 2.6556 1.0075 -7.1172
106 C -3.5287 6.4255 -9.6981
107 C -2.0131 6.4012 -9.3503
108 O -1.5551 5.5095 -8.6155
109 O -1.2083 7.2172 -9.9043
110 H -3.8214 5.3756 -9.6890
111 H -3.7730 6.5917 -10.7473
112 H -4.2458 6.8835 -9.0169
113 C 0.8858 2.7744 -11.9340
114 C 0.8949 4.3055 -11.8663
115 O 0.8030 5.0018 -12.9120
116 O 0.7703 4.7651 -10.7185
117 H 0.0215 2.3864 -11.3949
118 H 1.7352 2.4211 -11.3493
119 H 0.9690 2.4895 -12.9828
120 C 0.0838 10.7395 -8.0214
121 C -0.2080 9.8534 -6.8268
122 O -0.0169 10.3329 -5.6580
123 O -0.3114 8.6158 -7.1490
124 H -0.8256 10.8088 -8.6183
125 H 0.8960 10.3305 -8.6223
126 H 0.4167 11.7175 -7.6738
127 C 5.2392 8.3850 -5.6513
128 C 4.0854 7.5438 -6.2790
129 O 4.3897 6.5305 -6.7948
130 O 2.8925 7.9223 -6.2944
131 H 6.0197 8.6445 -6.3666
132 H 5.5578 7.8148 -4.7787
133 H 4.8068 9.2943 -5.2336
134 C 4.4716 9.2621 -10.7964
135 C 3.4081 8.2622 -10.4246
136 O 3.7062 7.0713 -10.2719
137 O 2.1896 8.5820 -10.5132
138 H 4.3731 9.7681 -11.7568
139 H 5.4221 8.7304 -10.8402
140 H 4.5126 10.1408 -10.1527

Cartesian forces (eV/Å) of the 2 atoms listed first:
Al 0.3268 -0.5375 -1.0061
C -0.3186 0.9987 -0.3276


(2)
DFT (the ωB97M-V functional and the def2-TZVPD basis) results for a cluster of 5 separate species, C34H81N4O5P in total in a non-equilibrium geometry.

Output
SMILES = CCCCCC[C@@H](OC(=O)COC)P(O)O.CCN(CC)CC.CCN(CC)CC.CCN(CC)CC.CCN(CC)CC
total charge = 0

Positions of all 125 atoms, in Å:
1 C 1.8095 1.6992 -0.7844
2 C 2.5513 1.6541 -2.1251
3 C 1.5793 1.7560 -3.2948
4 C 0.9185 0.4179 -3.6632
5 C -0.5529 0.6236 -4.0343
6 C -1.4252 0.4767 -2.7875
7 C -2.8535 1.0053 -2.9549
8 O -3.3692 0.6035 -4.2183
9 C -3.9188 1.5735 -5.0230
10 O -4.9628 1.3461 -5.6291
11 C -3.1781 2.9039 -5.2157
12 O -4.0948 3.9541 -5.2375
13 C -4.3093 4.5953 -4.0005
14 P -4.0397 0.2694 -1.7007
15 O -3.7045 -1.3272 -1.7201
16 O -3.4036 0.7934 -0.2902
17 H 2.4745 2.0439 -0.0025
18 H 0.9801 2.3907 -0.8401
19 H 1.4771 0.7059 -0.5109
20 H 3.1583 0.7611 -2.2038
21 H 3.2399 2.4931 -2.1529
22 H 2.0757 2.1571 -4.1709
23 H 0.8141 2.4811 -3.0364
24 H 0.9700 -0.2612 -2.8203
25 H 1.4510 0.0170 -4.5148
26 H -0.8692 -0.0739 -4.7986
27 H -0.6803 1.6207 -4.4411
28 H -0.9254 0.9730 -1.9646
29 H -1.5118 -0.5882 -2.6032
30 H -2.9100 2.0742 -2.7734
31 H -2.6626 2.8985 -6.1663
32 H -2.4222 3.0245 -4.4449
33 H -4.3258 5.6619 -4.1779
34 H -3.5420 4.3668 -3.2664
35 H -5.2719 4.3233 -3.5748
36 H -4.0519 -1.6338 -2.5622
37 H -3.4882 1.7452 -0.2297
38 C -6.2375 3.6363 0.5108
39 C -7.1903 4.7002 1.0289
40 N -6.8434 6.0343 0.5805
41 C -7.5514 7.0843 1.2908
42 C -9.0752 7.1613 1.1384
43 C -6.7294 6.2024 -0.8571
44 C -7.9433 5.8491 -1.7269
45 H -5.2041 3.8921 0.7591
46 H -6.4667 2.6750 0.9716
47 H -6.3151 3.5042 -0.5700
48 H -7.1454 4.6935 2.1218
49 H -8.2190 4.4144 0.7590
50 H -7.1159 8.0458 1.0070
51 H -7.3211 6.9686 2.3548
52 H -9.3699 7.5469 0.1635
53 H -9.4835 7.8418 1.8878
54 H -9.5521 6.1921 1.2855
55 H -5.8827 5.5995 -1.1993
56 H -6.4306 7.2341 -1.0565
57 H -8.3904 4.8961 -1.4418
58 H -7.6338 5.7633 -2.7707
59 H -8.7152 6.6153 -1.6849
60 C 6.9096 -4.1887 0.5839
61 C 5.8393 -3.5823 -0.3106
62 N 6.0810 -2.1873 -0.6207
63 C 4.9376 -1.5221 -1.2164
64 C 4.4582 -2.0023 -2.5929
65 C 7.3712 -1.8921 -1.2173
66 C 7.7442 -2.6070 -2.5231
67 H 7.0426 -3.5972 1.4902
68 H 6.6140 -5.1970 0.8784
69 H 7.8722 -4.2673 0.0768
70 H 4.8827 -3.6460 0.2146
71 H 5.7389 -4.2050 -1.2144
72 H 5.1488 -0.4504 -1.2672
73 H 4.1016 -1.6153 -0.5152
74 H 5.1278 -1.6873 -3.3920
75 H 3.4775 -1.5733 -2.8112
76 H 4.3537 -3.0866 -2.6355
77 H 8.1427 -2.1176 -0.4767
78 H 7.4394 -0.8119 -1.3654
79 H 7.5229 -3.6744 -2.4851
80 H 8.8160 -2.5031 -2.7030
81 H 7.2328 -2.1823 -3.3853
82 C 8.5528 -11.6529 1.0937
83 C 7.6798 -10.5822 1.7307
84 N 8.0972 -9.2351 1.3962
85 C 7.4723 -8.2152 2.2175
86 C 5.9527 -8.0347 2.1166
87 C 8.1868 -8.9387 -0.0221
88 C 6.9305 -9.1321 -0.8825
89 H 9.6041 -11.4884 1.3316
90 H 8.2681 -12.6342 1.4746
91 H 8.4433 -11.6812 0.0090
92 H 7.7484 -10.6908 2.8161
93 H 6.6284 -10.7778 1.4650
94 H 7.9591 -7.2587 2.0080
95 H 7.7190 -8.4382 3.2602
96 H 5.6614 -7.5460 1.1874
97 H 5.6045 -7.3995 2.9337
98 H 5.4167 -8.9809 2.1924
99 H 8.9838 -9.5559 -0.4445
100 H 8.5448 -7.9124 -0.1338
101 H 6.4306 -10.0786 -0.6732
102 H 7.2082 -9.1372 -1.9384
103 H 6.2101 -8.3272 -0.7453
104 C -1.5400 3.2017 5.7370
105 C -2.9669 3.5010 6.1716
106 N -3.6599 4.3980 5.2680
107 C -4.8994 4.9236 5.8101
108 C -6.0406 3.9399 6.0974
109 C -3.7040 3.9786 3.8799
110 C -4.3244 2.6126 3.5558
111 H -0.9805 4.1245 5.5808
112 H -1.0334 2.6243 6.5110
113 H -1.5044 2.6149 4.8184
114 H -2.9285 3.9824 7.1521
115 H -3.5011 2.5480 6.3142
116 H -5.2644 5.7050 5.1379
117 H -4.6529 5.4404 6.7429
118 H -6.5228 3.5943 5.1838
119 H -6.8079 4.4345 6.6961
120 H -5.7009 3.0696 6.6593
121 H -2.6812 3.9843 3.4933
122 H -4.2185 4.7537 3.3052
123 H -3.9726 1.8263 4.2242
124 H -4.0500 2.3199 2.5401
125 H -5.4124 2.6406 3.5985

Cartesian forces (eV/Å) of the 2 atoms listed first:
C 0.6990 -0.3209 -0.2824
C -0.3237 0.6432 0.1413


(3)
DFT (the ωB97M-V functional and the def2-TZVPD basis) results for a cluster of 6 separate species, C34H82IN7O11 in total in a non-equilibrium geometry.

Output
SMILES = N[C@H]1C[C@@H](I)NC1=O.COCCNCCOC.COCCNCCOC.COCCNCCOC.COCCNCCOC.COCCNCCOC
total charge = 0

Positions of all 135 atoms, in Å:
1 N -2.8133 5.0969 4.1460
2 C -4.1318 5.4569 3.4872
3 C -5.5049 4.6318 3.9714
4 C -6.5099 5.9693 3.9827
5 I -8.5897 5.7291 4.6115
6 N -5.5973 6.9394 4.7620
7 C -4.3933 7.0678 3.8048
8 O -3.7840 8.1590 3.3353
9 H -2.9381 5.3297 5.1647
10 H -2.1300 5.8232 3.7961
11 H -4.0198 5.2749 2.3309
12 H -5.9234 4.0120 3.0695
13 H -5.3895 4.0547 5.0079
14 H -6.3198 6.3678 2.8741
15 H -5.9688 7.9149 4.8701
16 C -2.3446 2.0095 3.6896
17 O -2.4201 1.7773 2.2893
18 C -1.4600 2.5399 1.5463
19 C -0.4295 1.6044 0.8962
20 N 0.4548 1.0116 1.9059
21 C 1.3065 -0.0622 1.3816
22 C 0.5987 -1.3456 0.8993
23 O -0.0281 -2.0838 1.9499
24 C -1.3585 -1.6787 2.2395
25 H -3.1714 1.4774 4.1684
26 H -1.4064 1.6221 4.0957
27 H -2.4405 3.0757 3.9144
28 H -0.9760 3.3093 2.1598
29 H -2.0147 3.0520 0.7526
30 H 0.1722 2.1738 0.1795
31 H -0.9760 0.8283 0.3520
32 H -0.1120 0.6303 2.6617
33 H 1.9929 -0.3377 2.1888
34 H 1.9231 0.3391 0.5644
35 H 1.3756 -2.0072 0.4952
36 H -0.0949 -1.1625 0.0746
37 H -1.8857 -1.3070 1.3563
38 H -1.3566 -0.9264 3.0291
39 H -1.9015 -2.5468 2.6218
40 C 0.0369 -3.2465 -6.0997
41 O 0.9514 -2.1842 -6.3356
42 C 0.3089 -0.9054 -6.4199
43 C 0.7339 -0.0206 -5.2382
44 N 0.1532 -0.5057 -3.9811
45 C 0.7017 0.1520 -2.7895
46 C 2.1923 -0.0951 -2.4764
47 O 2.4851 -1.4450 -2.1112
48 C 2.7626 -2.3033 -3.2085
49 H 0.5881 -4.1895 -6.1551
50 H -0.4024 -3.1641 -5.1020
51 H -0.7512 -3.2592 -6.8583
52 H -0.7822 -0.9922 -6.4870
53 H 0.6602 -0.4400 -7.3472
54 H 0.3978 1.0063 -5.4180
55 H 1.8270 -0.0252 -5.1906
56 H 0.3233 -1.5070 -3.9008
57 H 0.1137 -0.2052 -1.9379
58 H 0.5233 1.2343 -2.8662
59 H 2.4389 0.5105 -1.5950
60 H 2.8557 0.2534 -3.2721
61 H 3.2404 -1.7791 -4.0410
62 H 1.8467 -2.7940 -3.5402
63 H 3.4417 -3.0868 -2.8628
64 C 2.7883 -5.2925 6.9303
65 O 3.3606 -4.1110 7.4754
66 C 4.7934 -4.1492 7.5048
67 C 5.3707 -3.0976 6.5453
68 N 5.1428 -3.4787 5.1469
69 C 5.4618 -2.4134 4.1893
70 C 4.5874 -1.1431 4.2375
71 O 3.2319 -1.3650 3.8440
72 C 2.3734 -1.7739 4.8991
73 H 1.7023 -5.2278 7.0413
74 H 3.0198 -5.3784 5.8652
75 H 3.1404 -6.1796 7.4648
76 H 5.1869 -5.1501 7.2906
77 H 5.0917 -3.8895 8.5263
78 H 6.4475 -3.0015 6.7219
79 H 4.8946 -2.1388 6.7712
80 H 4.1638 -3.7339 5.0271
81 H 5.3654 -2.8525 3.1911
82 H 6.5174 -2.1301 4.3104
83 H 4.9992 -0.4427 3.4997
84 H 4.6417 -0.6276 5.1999
85 H 2.6673 -1.3548 5.8657
86 H 2.3356 -2.8627 4.9496
87 H 1.3633 -1.4261 4.6684
88 C -8.2061 2.8452 -1.9435
89 O -9.3785 2.1081 -1.6230
90 C -9.1428 0.6964 -1.5404
91 C -9.3381 0.2106 -0.0963
92 N -8.2579 0.6919 0.7722
93 C -8.5053 0.4590 2.1997
94 C -9.6849 1.2203 2.8397
95 O -9.4894 2.6344 2.8997
96 C -9.9072 3.3350 1.7369
97 H -8.4907 3.8908 -2.0910
98 H -7.4840 2.7986 -1.1239
99 H -7.7519 2.4746 -2.8670
100 H -8.1570 0.4161 -1.9306
101 H -9.8966 0.2164 -2.1741
102 H -9.3504 -0.8846 -0.0832
103 H -10.3098 0.5732 0.2521
104 H -8.1361 1.6930 0.6277
105 H -7.5902 0.7493 2.7260
106 H -8.6384 -0.6197 2.3668
107 H -9.7535 0.8862 3.8829
108 H -10.6468 0.9719 2.3838
109 H -10.7573 2.8571 1.2417
110 H -9.0715 3.4419 1.0443
111 H -10.2083 4.3417 2.0375
112 C 7.7946 0.5675 -8.1750
113 O 8.1368 -0.8120 -8.1926
114 C 9.3609 -1.0904 -7.5004
115 C 9.0809 -1.9369 -6.2495
116 N 8.3913 -1.1477 -5.2226
117 C 7.8916 -1.9524 -4.1018
118 C 6.7743 -2.9699 -4.4131
119 O 5.5365 -2.3643 -4.7907
120 C 5.4178 -2.0865 -6.1787
121 H 6.9143 0.7085 -8.8086
122 H 7.5427 0.8904 -7.1613
123 H 8.6108 1.1776 -8.5726
124 H 9.9158 -0.1773 -7.2538
125 H 9.9810 -1.6776 -8.1864
126 H 10.0295 -2.3055 -5.8443
127 H 8.4756 -2.7962 -6.5533
128 H 7.6008 -0.6664 -5.6484
129 H 7.5083 -1.2465 -3.3579
130 H 8.7378 -2.4767 -3.6348
131 H 6.5668 -3.5124 -3.4819
132 H 7.0819 -3.7285 -5.1374
133 H 5.9586 -2.8072 -6.7986
134 H 5.7575 -1.0713 -6.3871
135 H 4.3587 -2.1337 -6.4445

Cartesian forces (eV/Å) of the 2 atoms listed first:
N -1.0283 1.9257 0.3208
C 0.1138 0.4598 -1.0285


Number 1: E -89509.177 eV, orbital gap 4.09 eV. Number 2: E -62057.015 eV, orbital gap 8.39 eV. Number 3: E -77631.289 eV, orbital gap 7.99 eV.